# 1
Here is the molecule C4H10INO4S from the Open Molecules 2025 dataset. Energies are from wB97M-V/def2-TZVPD.

Computed properties:
- E_tot (Ha) = -1209.9314
- molecular weight (g mol⁻¹) = 295.10
- Kohn-Sham gap (eV) = 9.764
- energy relative to the best compared isomer or geometry (same formula, charge and spin) (eV) = 0.749
- multiplicity = 1
- LUMO level (Ha) = -0.0127
- SMILES = O=S(=O)(CI)NC(CO)CO

Last column: natural (NBO) charge in e.
CARTESIAN COORDINATES (ANGSTROEM)
1 O -2.320 0.624 -2.247  -0.914
2 O -0.006 1.483 -1.940  -0.947
3 I -2.023 4.287 -0.776  0.203
4 O 1.050 -2.190 1.793  -0.720
5 O 1.768 -1.983 -0.739  -0.758
6 N -0.715 -0.364 -0.431  -0.869
7 C 0.229 -1.051 1.693  -0.067
8 C 1.700 -0.667 -0.209  -0.092
9 C 0.439 -0.249 0.441  -0.126
10 C -1.904 2.252 -0.133  -0.790
11 S -1.216 0.979 -1.281  2.207
12 H 1.141 -2.627 0.948  0.487
13 H 2.308 -1.961 -1.559  0.498
14 H -0.769 -1.261 -0.897  0.435
15 H 0.490 -0.483 2.551  0.185
16 H -0.903 -1.312 1.819  0.167
17 H 2.570 -0.509 0.389  0.188
18 H 1.902 0.051 -1.036  0.200
19 H 0.559 0.803 0.703  0.226
20 H -1.405 2.200 0.815  0.237
21 H -2.894 1.977 0.097  0.250

# 2
Here is the ion C5H12NS2 with charge +1 from the Open Molecules 2025 dataset. Energies are from wB97M-V/def2-TZVPD.

Computed properties:
- E_tot (Ha) = -1048.5160
- molecular weight (g mol⁻¹) = 150.29
- Kohn-Sham gap (eV) = 8.128
- energy relative to the best compared isomer or geometry (same formula, charge and spin) (eV) = 2.601
- multiplicity = 1
- charge = +1
- LUMO level (Ha) = -0.1895

Last column: natural (NBO) charge in e.
CARTESIAN COORDINATES (ANGSTROEM)
1 C 2.378 -0.826 0.082  -0.204
2 C 0.987 -0.398 0.849  -0.501
3 C -1.786 -0.790 0.267  -0.180
4 C -1.358 1.653 -0.182  -0.592
5 C -1.984 0.580 0.871  -0.522
6 N 2.080 -0.982 -1.289  -0.828
7 S -0.205 -1.501 -0.062  0.517
8 S -3.189 -1.561 -0.345  0.292
9 H 3.064 -0.107 0.343  0.198
10 H 2.574 -1.806 0.635  0.205
11 H 0.866 -0.669 1.809  0.225
12 H 0.724 0.695 0.622  0.235
13 H -0.601 1.231 -0.775  0.204
14 H -1.105 2.631 0.185  0.247
15 H -2.088 1.808 -0.935  0.229
16 H -3.121 0.757 0.756  0.250
17 H -1.607 0.856 1.873  0.287
18 H 1.842 -0.046 -1.569  0.364
19 H 2.817 -1.376 -1.817  0.398
20 H -2.703 -2.765 -0.804  0.176

# 3
Here is a cluster of 2 separate species, C3H10NS2 in total from the Open Molecules 2025 dataset. Energies are from wB97M-V/def2-TZVPD.

Computed properties:
- E_tot (Ha) = -971.3248
- molecular weight (g mol⁻¹) = 124.25
- Kohn-Sham gap (alpha / beta) (eV) = 5.798 / 8.714
- energy relative to the best compared isomer or geometry (same formula, charge and spin) (eV) = 0.682
- multiplicity = 2
- LUMO level (alpha / beta) (Ha) = 0.0195 / 0.0193

Last column: Löwdin spin population.
CARTESIAN COORDINATES (ANGSTROEM)
1 C -0.271 -2.473 -0.442  0.001
2 S -1.156 -0.967 -0.909  0.001
3 S -1.505 -0.275 0.978  0.001
4 C -1.842 1.472 0.596  0.003
5 H 0.527 -2.292 0.281  0.000
6 H -0.996 -3.143 0.077  0.000
7 H 0.149 -2.944 -1.340  0.000
8 H -2.857 1.758 0.991  0.000
9 H -1.045 2.070 0.929  0.002
10 H -1.849 1.632 -0.457  0.000
11 C 2.463 0.707 -0.132  0.568
12 N 1.198 1.021 -0.190  0.319
13 H 2.685 -0.341 0.137  0.048
14 H 3.140 1.525 -0.294  0.047
15 H 0.895 2.001 -0.123  0.009
16 H 0.465 0.250 -0.103  0.001

> The lowest E_tot belongs to which entry?

C4H10INO4S

Repeat the first record exactly.
Here is the molecule C4H10INO4S from the Open Molecules 2025 dataset. Energies are from wB97M-V/def2-TZVPD.

Computed properties:
- E_tot (Ha) = -1209.9314
- molecular weight (g mol⁻¹) = 295.10
- Kohn-Sham gap (eV) = 9.764
- energy relative to the best compared isomer or geometry (same formula, charge and spin) (eV) = 0.749
- multiplicity = 1
- LUMO level (Ha) = -0.0127
- SMILES = O=S(=O)(CI)NC(CO)CO

Last column: natural (NBO) charge in e.
CARTESIAN COORDINATES (ANGSTROEM)
1 O -2.320 0.624 -2.247  -0.914
2 O -0.006 1.483 -1.940  -0.947
3 I -2.023 4.287 -0.776  0.203
4 O 1.050 -2.190 1.793  -0.720
5 O 1.768 -1.983 -0.739  -0.758
6 N -0.715 -0.364 -0.431  -0.869
7 C 0.229 -1.051 1.693  -0.067
8 C 1.700 -0.667 -0.209  -0.092
9 C 0.439 -0.249 0.441  -0.126
10 C -1.904 2.252 -0.133  -0.790
11 S -1.216 0.979 -1.281  2.207
12 H 1.141 -2.627 0.948  0.487
13 H 2.308 -1.961 -1.559  0.498
14 H -0.769 -1.261 -0.897  0.435
15 H 0.490 -0.483 2.551  0.185
16 H -0.903 -1.312 1.819  0.167
17 H 2.570 -0.509 0.389  0.188
18 H 1.902 0.051 -1.036  0.200
19 H 0.559 0.803 0.703  0.226
20 H -1.405 2.200 0.815  0.237
21 H -2.894 1.977 0.097  0.250